(1)
Computed, not measured: a molecular structure, C6H15N2O at a distorted geometry, with ωB97M-V with the def2-TZVPD basis set.

Geometry (Å):
1 C 4.465 0.831 -0.816
2 C 3.837 0.428 0.213
3 C -2.968 0.918 -0.651
4 C -1.576 0.290 -0.449
5 C -0.842 0.722 0.795
6 C 0.520 0.093 0.880
7 N 1.518 0.852 1.224
8 N 0.719 -1.186 0.658
9 O -1.922 -2.863 -0.372
10 H 4.319 1.361 -1.815
11 H 5.615 0.463 -0.946
12 H -3.534 0.533 0.233
13 H -3.479 0.596 -1.629
14 H -2.915 2.067 -0.536
15 H -0.912 0.578 -1.265
16 H -1.510 -0.811 -0.427
17 H -1.417 0.404 1.702
18 H -0.812 1.784 0.735
19 H 1.476 1.903 1.227
20 H 2.690 0.495 0.839
21 H -1.974 -3.470 0.337
22 H 1.625 -1.610 0.688
23 H -0.061 -1.471 0.162
24 H -2.862 -2.907 -0.787

Its LUMO energy is -5.6 eV. Its charge is +1. Its HOMO energy is -14.2154 eV. As for the energy above the lowest of the compared OMol25 structures with the same formula, charge and spin: 435.8 kJ/mol. The calculated total energy comes out at -421.9536 hartree.

***

(2)
Computed, not measured: a gas-phase ion, C6H15N2O4S (charge +1) at a distorted geometry, with ωB97M-V with the def2-TZVPD basis set.

Geometry (Å):
1 C -2.441 -0.813 1.129
2 O -1.378 -0.858 0.160
3 N -0.207 -1.404 0.634
4 O -0.167 -2.604 1.246
5 C -0.503 -3.813 0.509
6 C 0.968 -0.813 0.346
7 S 2.375 -1.264 0.872
8 N 0.785 0.491 -0.609
9 C 0.088 0.073 -1.842
10 O 0.010 1.480 -0.014
11 C 0.611 1.839 1.325
12 O 2.095 0.894 -0.807
13 C 2.269 2.134 -1.527
14 H -3.359 -0.616 0.402
15 H -2.145 -0.011 1.760
16 H -2.388 -1.811 1.558
17 H -0.218 -4.504 1.253
18 H 0.056 -3.842 -0.428
19 H -1.648 -3.626 0.224
20 H -0.928 0.542 -1.880
21 H 0.845 0.344 -2.595
22 H -0.022 -1.100 -1.947
23 H 1.686 2.179 1.318
24 H 0.485 1.282 2.264
25 H 0.153 2.796 1.429
26 H 1.779 2.943 -0.921
27 H 2.107 2.255 -2.623
28 H 3.404 2.114 -1.367

Its LUMO energy is -3.3 eV. Its charge is +1. Its HOMO energy is -12.4980 eV. As for the SMILES: CON(OC)C(=S)[N+](C)(OC)OC. The calculated total energy comes out at -1045.6567 hartree.

***

(3)
Computed, not measured: a molecular structure, C6H15N3 at a distorted geometry, with ωB97M-V with the def2-TZVPD basis set.

Geometry (Å):
1 C -0.052 -1.741 -0.846
2 C 0.275 -0.956 0.834
3 C 1.547 -0.934 1.638
4 C -1.493 1.992 0.911
5 N 0.199 0.041 -0.113
6 C -0.074 1.704 0.500
7 N -1.483 -1.924 -0.866
8 N 0.326 -1.413 -2.203
9 C 0.603 2.607 -0.228
10 H 1.040 0.411 -0.581
11 H 0.391 -2.725 -0.658
12 H -0.626 -1.240 1.376
13 H 1.333 -1.283 -2.256
14 H -1.935 -1.017 -0.960
15 H -1.707 -2.482 -1.684
16 H -0.102 -0.526 -2.458
17 H 2.369 -0.447 1.111
18 H 1.818 -1.955 1.934
19 H 1.386 -0.352 2.549
20 H -2.200 1.199 0.637
21 H -1.869 2.938 0.482
22 H -1.552 2.064 2.002
23 H 0.168 3.549 -0.578
24 H 1.638 2.491 -0.541

Its LUMO energy is 0.8 eV. Its charge is 0. Its HOMO energy is -7.6464 eV. As for the energy above the lowest of the compared OMol25 structures with the same formula, charge and spin: 566.1 kJ/mol. The calculated total energy comes out at -401.6717 hartree.

***

(4)
Computed, not measured: a molecular structure, C6H15N3 at a distorted geometry, with ωB97M-V with the def2-TZVPD basis set.

Geometry (Å):
1 C 0.454 0.201 0.015
2 C -1.373 -0.309 -0.103
3 C 0.934 -1.180 0.191
4 C 0.932 0.857 -1.271
5 C -1.969 -0.477 1.285
6 C -2.087 0.785 -0.878
7 N 0.641 1.068 1.122
8 N 2.669 -1.092 0.537
9 N 3.399 -1.067 -0.449
10 H -1.458 -1.248 -0.657
11 H 1.485 1.630 1.075
12 H 0.538 0.628 2.029
13 H 4.414 -1.056 -0.197
14 H 0.595 -1.702 1.082
15 H 0.872 -1.795 -0.705
16 H 2.022 0.976 -1.245
17 H 0.677 0.249 -2.141
18 H 0.505 1.856 -1.397
19 H -1.855 0.443 1.872
20 H -1.507 -1.298 1.841
21 H -3.047 -0.680 1.243
22 H -3.176 0.641 -0.870
23 H -1.783 0.795 -1.929
24 H -1.882 1.773 -0.450

Its LUMO energy is 1.1 eV. Its charge is 0. Its HOMO energy is -7.7950 eV. As for the energy above the lowest of the compared OMol25 structures with the same formula, charge and spin: 297.9 kJ/mol. The calculated total energy comes out at -401.7738 hartree.

***

(5)
Computed, not measured: a single C6H15N3 molecule at a distorted geometry, with ωB97M-V with the def2-TZVPD basis set.

Geometry (Å):
1 H 1.814 -2.538 -1.000
2 N 1.417 -1.822 -0.392
3 C 0.419 -1.209 -0.872
4 N -0.126 -1.517 -2.093
5 C -0.427 -0.114 0.031
6 C -1.477 -0.933 0.780
7 C -1.080 0.941 -0.856
8 C 0.647 0.416 0.955
9 C 1.731 1.269 0.308
10 N -0.184 1.223 1.979
11 H -0.987 -1.111 -2.412
12 H 0.235 -2.305 -2.608
13 H -1.002 -1.685 1.405
14 H -2.146 -1.431 0.080
15 H -2.048 -0.276 1.430
16 H -1.842 0.493 -1.491
17 H -0.359 1.435 -1.503
18 H -1.590 1.683 -0.247
19 H 1.086 -0.408 1.517
20 H 2.276 0.676 -0.420
21 H 1.308 2.145 -0.183
22 H 2.421 1.618 1.075
23 H -0.394 2.162 1.654
24 H 0.310 1.290 2.862

Its LUMO energy is 0.8 eV. Its charge is 0. Its HOMO energy is -9.0504 eV. As for the energy above the lowest of the compared OMol25 structures with the same formula, charge and spin: 26.8 kJ/mol. As for the SMILES: [H]/N=C(\N)C(C)(C)[C@@H](C)N. The calculated total energy comes out at -401.8771 hartree.

***

(6)
Computed, not measured: a single C6H15N3 molecule at a distorted geometry, with ωB97M-V with the def2-TZVPD basis set.

Geometry (Å):
1 C 2.089 1.049 -0.079
2 C 0.757 1.679 0.272
3 N -0.471 0.834 0.418
4 C -1.666 1.712 0.370
5 C -0.581 -0.500 -0.072
6 C -1.965 -0.962 -0.529
7 C 0.355 -1.471 -0.003
8 N 1.272 -1.549 1.014
9 N 0.470 -2.460 -0.950
10 H 2.491 0.457 0.745
11 H 2.831 1.836 -0.259
12 H 2.038 0.445 -0.990
13 H 0.562 2.423 -0.513
14 H 0.882 2.240 1.207
15 H -1.422 2.747 0.637
16 H -2.084 1.740 -0.644
17 H -2.430 1.369 1.072
18 H -2.018 -2.045 -0.696
19 H -2.694 -0.773 0.270
20 H -2.291 -0.459 -1.440
21 H 1.394 -2.525 1.263
22 H 0.903 -1.028 1.811
23 H 1.464 -2.650 -1.064
24 H 0.115 -2.108 -1.840

Its LUMO energy is 1.0 eV. Its charge is 0. Its HOMO energy is -5.8174 eV. As for the energy above the lowest of the compared OMol25 structures with the same formula, charge and spin: 214.7 kJ/mol. As for the SMILES: CCN(C)C(C)=C(N)N. The calculated total energy comes out at -401.8055 hartree.

***

Q: Number 4 is which compound?
A: C6H15N3

***

Q: calculated total energy of number 1 (C6H15N2O)?
A: -421.9536 hartree

***

What did the first record say?
Computed, not measured: a molecular structure, C6H15N2O at a distorted geometry, with ωB97M-V with the def2-TZVPD basis set.

Geometry (Å):
1 C 4.465 0.831 -0.816
2 C 3.837 0.428 0.213
3 C -2.968 0.918 -0.651
4 C -1.576 0.290 -0.449
5 C -0.842 0.722 0.795
6 C 0.520 0.093 0.880
7 N 1.518 0.852 1.224
8 N 0.719 -1.186 0.658
9 O -1.922 -2.863 -0.372
10 H 4.319 1.361 -1.815
11 H 5.615 0.463 -0.946
12 H -3.534 0.533 0.233
13 H -3.479 0.596 -1.629
14 H -2.915 2.067 -0.536
15 H -0.912 0.578 -1.265
16 H -1.510 -0.811 -0.427
17 H -1.417 0.404 1.702
18 H -0.812 1.784 0.735
19 H 1.476 1.903 1.227
20 H 2.690 0.495 0.839
21 H -1.974 -3.470 0.337
22 H 1.625 -1.610 0.688
23 H -0.061 -1.471 0.162
24 H -2.862 -2.907 -0.787

Its LUMO energy is -5.6 eV. Its charge is +1. Its HOMO energy is -14.2154 eV. As for the energy above the lowest of the compared OMol25 structures with the same formula, charge and spin: 435.8 kJ/mol. The calculated total energy comes out at -421.9536 hartree.

***

Q: Which value of calculated total energy does entry 4 give?
A: -401.7738 hartree